1.
{
  "formula": "C44H39N7O2P2STi",
  "method": "the ωB97M-V functional and the def2-TZVPD basis",
  "multiplicity": 3,
  "charge": 2,
  "e_homo_ev": [-12.186, -13.141],
  "e_tot_ev": -113303.674,
  "symbols": ["Ti", "O", "S", "C", "C", "C", "C", "C", "C", "P", "C", "C", "C", "C", "C", "C", "C", "C", "C", "C", "C", "C", "C", "C", "C", "C", "C", "C", "P", "C", "C", "C", "C", "C", "C", "C", "C", "C", "C", "C", "C", "H", "H", "H", "H", "H", "H", "H", "H", "H", "H", "H", "H", "H", "H", "H", "H", "H", "H", "H", "H", "H", "H", "H", "H", "H", "H", "H", "H", "N", "C", "N", "C", "N", "C", "C", "N", "C", "C", "N", "H", "H", "H", "H", "H", "C", "N", "C", "N", "O", "H", "H", "H", "H", "H", "H"],
  "positions_angstrom": [[-0.29, -0.12, -0.19], [0.01, 0.78, 5.13], [0.51, 0.39, 3.81], [1.79, -0.84, 4.07], [2.30, -1.04, 5.34], [3.25, -2.02, 5.55], [3.68, -2.80, 4.49], [3.15, -2.61, 3.22], [2.20, -1.62, 2.99], [1.42, -1.47, 1.32], [2.89, -1.14, 0.28], [3.91, -2.01, -0.08], [5.00, -1.56, -0.81], [5.11, -0.22, -1.16], [4.12, 0.67, -0.78], [3.02, 0.21, -0.07], [0.81, -3.20, 1.24], [1.46, -4.34, 0.78], [0.85, -5.58, 0.88], [-0.41, -5.70, 1.44], [-1.07, -4.57, 1.90], [-0.47, -3.33, 1.79], [1.59, 1.72, 3.21], [2.73, 2.07, 3.90], [3.51, 3.12, 3.44], [3.14, 3.82, 2.30], [1.98, 3.49, 1.62], [1.18, 2.45, 2.07], [-0.37, 1.94, 1.22], [-1.62, 2.14, 2.53], [-1.65, 3.29, 3.31], [-2.60, 3.43, 4.30], [-3.52, 2.42, 4.53], [-3.48, 1.25, 3.77], [-2.53, 1.11, 2.78], [-0.70, 3.34, 0.08], [0.16, 3.52, -1.00], [-0.04, 4.55, -1.91], [-1.10, 5.42, -1.74], [-1.98, 5.24, -0.69], [-1.79, 4.20, 0.22], [1.92, -0.43, 6.16], [3.67, -2.17, 6.54], [4.41, -3.58, 4.65], [3.48, -3.26, 2.42], [3.88, -3.05, 0.21], [5.77, -2.26, -1.10], [5.97, 0.12, -1.72], [4.20, 1.72, -1.04], [2.25, 0.92, 0.23], [2.45, -4.28, 0.33], [1.37, -6.47, 0.53], [-0.87, -6.68, 1.53], [-2.05, -4.66, 2.36], [-0.97, -2.45, 2.17], [3.01, 1.54, 4.80], [4.41, 3.40, 3.98], [3.76, 4.64, 1.95], [1.68, 4.07, 0.76], [-0.91, 4.07, 3.14], [-2.62, 4.32, 4.91], [-4.26, 2.52, 5.31], [-4.18, 0.45, 3.98], [-2.45, 0.18, 2.22], [1.02, 2.86, -1.12], [0.64, 4.68, -2.74], [-1.24, 6.25, -2.43], [-2.82, 5.91, -0.55], [-2.49, 4.07, 1.03], [-4.03, 1.62, -1.20], [-3.46, 0.86, -0.27], [-2.23, 0.55, -0.67], [-2.12, 1.19, -1.90], [-3.21, 1.84, -2.23], [-0.91, 1.08, -2.67], [-0.76, 1.59, -3.95], [0.34, 1.42, -4.65], [1.30, 0.67, -4.09], [1.18, 0.17, -2.81], [0.10, 0.42, -2.05], [-4.96, 2.02, -1.21], [-3.94, 0.57, 0.65], [-1.57, 2.16, -4.41], [2.18, 0.48, -4.69], [1.96, -0.43, -2.37], [1.07, -3.94, -2.55], [-0.34, -3.84, -2.22], [-0.86, -2.85, -1.50], [-2.19, -2.84, -1.29], [-0.13, -1.94, -1.02], [1.46, -4.91, -2.23], [1.61, -3.15, -2.04], [1.22, -3.84, -3.63], [-0.95, -4.57, -2.57], [-2.80, -3.57, -1.63], [-2.59, -2.14, -0.69]],
  "lowdin_charge": [0.6438, -0.4407, 0.9255, -0.3770, -0.0607, -0.0350, -0.0407, -0.0638, -0.3120, 1.0802, -0.3405, -0.0745, -0.0464, -0.0499, -0.0621, -0.1412, -0.3630, -0.0937, -0.0600, -0.0608, -0.0625, -0.1142, -0.3360, -0.0368, -0.0369, -0.0422, -0.0692, -0.3559, 1.0209, -0.4097, -0.0807, -0.0378, -0.0428, -0.0586, -0.1547, -0.3521, -0.1427, -0.0602, -0.0512, -0.0532, -0.0749, 0.1206, 0.1207, 0.1181, 0.0979, 0.0837, 0.1185, 0.1179, 0.1170, 0.0575, 0.0860, 0.1164, 0.1144, 0.1137, 0.0988, 0.1198, 0.1202, 0.1183, 0.0960, 0.1256, 0.1201, 0.1184, 0.1146, 0.0844, 0.0997, 0.1173, 0.1169, 0.1157, 0.0997, 0.0799, -0.1043, 0.0056, -0.2983, 0.1809, -0.1852, -0.0395, 0.1244, -0.0665, -0.0617, -0.0217, 0.1826, 0.1339, 0.1356, 0.1257, 0.1062, -0.0277, 0.0706, -0.5381, 0.2188, -0.1777, 0.0908, 0.0710, 0.0962, 0.1557, 0.1260, 0.0925]
}

---

2.
{
  "formula": "C3H4N3O",
  "method": "the ωB97M-V functional and the def2-TZVPD basis",
  "charge": 1,
  "e_homo_ev": [-15.482, -15.480],
  "e_tot_ev": -9680.008,
  "symbols": ["C", "C", "C", "N", "N", "N", "O", "H", "H", "H", "H"],
  "positions_angstrom": [[-0.81, 0.02, -1.60], [0.54, 0.14, 0.68], [-0.86, -0.76, -0.44], [-0.89, 0.69, -2.52], [0.83, -0.83, 1.34], [0.78, 1.43, 0.41], [1.07, -1.96, 1.63], [-1.86, -0.55, 0.09], [-0.46, -1.81, -0.59], [0.02, 2.05, 0.15], [1.64, 1.59, 0.86]],
  "lowdin_charge": [-0.2640, -0.1605, 0.0984, 0.2530, 0.0443, 0.2108, 0.2234, 0.1640, 0.1491, 0.1478, 0.1338]
}

---

In u, the molecular weight values for the records above are, in order, 839.72 98.08.